No. 1
A structure of composition C40H27LuN8O9SSb. Source: OMol25; level of theory: wB97M-V/def2-TZVPD.

```
87
C40H27LuN8O9SSb, DFT wB97M-V/def2-TZVPD
Lu -10.76720 -3.39719 19.55115
O -13.54632 -6.69359 20.62310
C -13.32775 -6.93177 21.90349
C -13.95115 -8.06682 22.42843
C -13.77927 -8.45305 23.72431
C -12.87786 -7.71908 24.53488
C -12.19265 -6.67154 23.98459
C -12.46057 -6.14279 22.70900
C -11.78863 -4.98339 22.05086
O -12.04950 -4.69715 20.80015
N -10.97550 -4.26940 22.79237
N -10.42803 -3.30599 21.95251
C -9.62082 -2.53725 22.51210
C -8.98757 -1.45066 21.72871
C -8.14298 -0.49009 22.21405
C -7.67324 0.49195 21.38143
C -7.98250 0.50601 20.03426
C -8.86586 -0.49844 19.60576
N -9.31458 -1.45720 20.41920
H -13.02880 -5.91004 20.34990
H -14.52347 -8.62787 21.70201
H -14.24349 -9.26990 24.23793
H -12.68303 -8.04009 25.52958
H -11.44763 -6.10938 24.53809
H -9.49130 -2.65241 23.60463
H -7.79841 -0.62529 23.25740
H -7.03170 1.24867 21.84630
H -7.54645 1.25341 19.37668
H -9.18205 -0.56962 18.57659
O -13.21078 0.02806 18.97581
C -12.67048 -1.00276 18.69717
O -12.16210 -1.84265 19.53414
C -12.53550 -1.32782 17.21624
C -12.96627 -0.37434 16.29637
C -12.72597 -0.52092 14.94523
C -12.18484 -1.70360 14.40665
C -11.85864 -2.70002 15.31692
C -11.91838 -2.51817 16.72849
O -11.33112 -3.37566 17.48080
N -11.40611 -3.99270 14.72643
O -11.48409 -5.03332 15.36889
O -10.94190 -3.92740 13.59682
N -13.19016 0.46312 13.94385
O -13.32255 0.12368 12.79526
O -13.40523 1.55441 14.38686
H -13.59690 0.39183 16.71292
H -12.13613 -1.81400 13.31064
N -5.50863 -0.26736 18.14424
C -5.91639 -1.34671 18.34938
N -6.25652 -2.55130 18.69198
C -7.46861 -2.94973 18.59801
N -8.54968 -3.38045 18.57482
S -9.71866 -6.30052 19.68025
Sb -9.93239 -7.95965 18.25195
C -9.23610 -7.50870 16.28074
C -9.19527 -8.44568 15.25790
C -8.65980 -8.08359 13.96651
C -8.17959 -6.80397 13.77207
C -8.19463 -5.87293 14.81274
C -8.69981 -6.23924 16.07359
C -8.85778 -9.69600 18.73633
C -7.83583 -9.61932 19.57588
C -7.13296 -10.76355 19.94485
C -7.44444 -12.00033 19.40749
C -8.43667 -12.07022 18.47089
C -9.16375 -10.93374 18.14620
C -11.80223 -8.74579 17.80388
C -12.47728 -8.39027 16.66171
C -13.75278 -8.88661 16.38660
C -14.35425 -9.82977 17.22352
C -13.71935 -10.13563 18.41300
C -12.47346 -9.61535 18.70430
H -9.64998 -9.42220 15.41200
H -8.74631 -8.74609 13.15817
H -7.73706 -6.41897 12.85398
H -7.79687 -4.88121 14.75145
H -8.67879 -5.48665 16.87522
H -7.62198 -8.65379 20.07829
H -6.34836 -10.66441 20.69477
H -6.95658 -12.90279 19.73448
H -8.63216 -12.98057 17.93570
H -10.01727 -10.98961 17.45541
H -11.93963 -7.65037 15.98357
H -14.27929 -8.52495 15.52621
H -15.36647 -10.19090 17.00977
H -14.17388 -10.81905 19.09987
H -12.00956 -9.89273 19.61501
```

Values from the calculation:
E_tot	-4529.75141	Ha
orbital gap	7.7	eV
LUMO energy	1.6	eV
HOMO energy	-6.14	eV
relative energy (zero: lowest compared OMol25 entry of this formula, charge and spin)	0.00	kJ/mol
charge	-1

***

No. 2
A structure of composition C40H28F4HgN7. Source: OMol25; level of theory: wB97M-V/def2-TZVPD.

```
80
C40H28F4HgN7, DFT wB97M-V/def2-TZVPD
Hg -0.28376 -0.15241 1.74689
C 1.05675 1.77781 4.58237
C 1.10577 0.48260 5.08756
C -0.00361 -0.34583 4.99488
C -1.17584 0.12366 4.40203
C -1.21709 1.41845 3.88425
C -0.09836 2.24289 3.97463
H 1.92612 2.41832 4.65175
H 2.01506 0.11613 5.54615
H 0.03369 -1.35521 5.38331
H -2.04857 -0.51289 4.34281
H -2.12324 1.78098 3.41121
H -0.13292 3.24357 3.56284
C -1.26814 -0.37234 -3.31786
C -1.03913 0.99525 -3.90035
C -0.54431 1.15094 -5.19166
C -0.31497 2.40920 -5.72926
C -0.57712 3.54714 -4.98209
C -1.06234 3.41580 -3.69028
C -1.29254 2.15481 -3.15542
N -1.76984 2.04541 -1.81249
C -1.01858 1.56569 -0.77140
N 0.30951 1.49550 -1.05203
C 1.47825 0.98840 -0.42211
C 1.51063 0.27220 0.77575
C 2.73369 -0.20453 1.24649
C 3.90739 0.01126 0.54728
C 3.85969 0.73007 -0.63753
C 2.66711 1.23011 -1.13665
C 2.65911 2.00210 -2.43216
N -1.56333 1.23988 0.36253
C -2.94931 1.47161 0.55447
C -3.84194 0.40502 0.48273
C -5.19260 0.60429 0.72491
C -5.65543 1.87135 1.04635
C -4.76288 2.93066 1.12885
C -3.40356 2.75507 0.88976
C -2.43508 3.90028 1.00375
H -1.34263 -1.11905 -4.10617
H -2.17883 -0.40649 -2.71979
H -0.43920 -0.66022 -2.66516
H -0.34506 0.26787 -5.78671
H 0.06644 2.49937 -6.73818
H -0.39958 4.52986 -5.39809
H -1.26599 4.28651 -3.07914
H -2.76331 2.09147 -1.64261
H 0.50629 1.84464 -1.97662
H 2.76312 -0.76360 2.17229
H 4.84678 -0.38689 0.90973
H 4.77254 0.90951 -1.19333
H 3.67361 2.10395 -2.81156
H 2.24974 3.00884 -2.30404
H 2.07409 1.50477 -3.21493
H -3.45869 -0.58025 0.24871
H -5.87817 -0.23110 0.66751
H -6.70730 2.03439 1.24079
H -5.12346 3.91780 1.39486
H -2.90354 4.75751 1.48511
H -2.07474 4.21928 0.02220
H -1.55454 3.61004 1.58045
F 0.05270 -5.77509 -1.15867
C 0.89489 -5.15544 -0.32643
C 2.23552 -5.25512 -0.57548
F 2.62360 -5.97335 -1.62950
C 3.21055 -4.57624 0.19389
C 2.68278 -3.85653 1.29270
C 1.34394 -3.75699 1.53386
F 0.96272 -3.08264 2.63706
C 0.36757 -4.36493 0.71555
C -1.03977 -4.14349 0.90002
C -1.41505 -2.95220 1.51550
N -1.69115 -1.91028 1.95036
C -2.06594 -4.95798 0.36073
N -2.93513 -5.58883 -0.05815
F 3.52037 -3.28117 2.16112
C 4.59010 -4.57783 -0.11853
C 5.17309 -5.41257 -1.10943
N 5.71220 -6.06248 -1.89367
C 5.50730 -3.67971 0.49162
N 6.26386 -2.92853 0.92984
```

Values from the calculation:
E_tot	-2477.17203	Ha
orbital gap (alpha / beta)	7.6 / 5.7	eV
LUMO energy (alpha / beta)	0.1 / -2.3	eV
spin multiplicity	2
HOMO energy (alpha / beta)	-7.49 / -8.03	eV
relative energy (zero: lowest compared OMol25 entry of this formula, charge and spin)	0.00	kJ/mol

***

No. 3
A structure of composition C40H28IrN7O2PS. Source: OMol25; level of theory: wB97M-V/def2-TZVPD.

```
80
C40H28IrN7O2PS, DFT wB97M-V/def2-TZVPD
Ir -0.59722 0.06058 -0.01002
C 3.99665 3.89330 -1.42889
C 2.78365 3.54669 -2.00948
C 1.81711 2.89087 -1.26274
C 2.07122 2.55920 0.06874
C 3.28604 2.91168 0.64996
C 4.24385 3.58216 -0.09897
P 0.74606 1.68621 0.96139
C 1.47491 1.21801 2.56758
C 2.59080 0.37957 2.61001
C 3.07328 -0.08812 3.82122
C 2.44705 0.27032 5.00826
C 1.34107 1.10407 4.97701
C 0.85787 1.57595 3.76354
C -0.43591 3.00740 1.31896
C -0.12278 4.17594 1.96144
C -1.10344 5.17416 2.11204
C -2.35125 4.99110 1.58056
C -2.68860 3.80949 0.88076
C -3.94987 3.63074 0.26413
C -4.19051 2.49127 -0.44401
C -3.21911 1.46798 -0.54375
C -1.99355 1.55958 0.06812
C -1.72026 2.78044 0.76894
H 4.75234 4.40273 -2.01415
H 2.58458 3.76465 -3.05058
H 0.87861 2.60718 -1.72818
H 3.48913 2.66079 1.68233
H 5.18752 3.85439 0.35758
H 3.08981 0.08753 1.69581
H 3.93303 -0.74674 3.83264
H 2.81137 -0.11362 5.95272
H 0.82380 1.36879 5.88995
H -0.02757 2.19837 3.75649
H 0.87712 4.33804 2.34909
H -0.86146 6.09007 2.63607
H -3.10353 5.76609 1.67741
H -4.69891 4.40918 0.35043
H -5.14571 2.35363 -0.93723
H -3.47476 0.59036 -1.12263
S -2.13919 -1.60391 -0.75402
C -1.12428 -2.98656 -0.41808
N -1.59786 -4.17867 -0.37104
N -0.73998 -5.23809 -0.16526
C 0.23907 -5.32584 0.86343
C 0.16275 -4.61282 2.05716
C 1.13756 -4.78559 3.02898
C 2.18914 -5.67061 2.82492
C 2.25566 -6.39085 1.64065
C 1.28921 -6.21586 0.66123
N 0.28468 -2.83504 -0.31579
N 0.71606 -1.68010 -0.19836
C 2.15400 -1.63510 -0.15013
C 2.85678 -2.62193 0.52895
C 4.23705 -2.52664 0.60648
C 4.90546 -1.47279 -0.00568
C 4.19111 -0.50541 -0.69974
C 2.80810 -0.57822 -0.76358
H -1.23810 -6.10219 -0.30932
H -0.66149 -3.93178 2.23239
H 1.04781 -4.24180 3.95928
H 2.94383 -5.80098 3.59007
H 3.06977 -7.08410 1.46740
H 1.35196 -6.74765 -0.28002
H 2.32267 -3.43030 1.00971
H 4.78962 -3.27999 1.15367
H 5.98405 -1.40512 0.06129
H 4.69998 0.32048 -1.17986
H 2.24595 0.17986 -1.28591
N -1.06406 -0.42668 1.87678
C -1.26166 -0.66023 2.98870
C -1.50114 -0.94210 4.32996
C -1.88912 0.11401 5.18700
N -2.19850 0.97230 5.89606
C -1.17466 -2.20549 4.86627
N -0.91086 -3.23648 5.31669
O 1.07760 0.96472 -3.66861
C 0.58606 0.25036 -2.81270
O -0.31811 0.61536 -1.97207
H 0.87666 -0.82110 -2.75726
```

Values from the calculation:
E_tot	-2918.85718	Ha
orbital gap (alpha / beta)	6.4 / 6.4	eV
LUMO energy (alpha / beta)	1.3 / 1.3	eV
HOMO energy (alpha / beta)	-5.05 / -5.05	eV
relative energy (zero: lowest compared OMol25 entry of this formula, charge and spin)	48.92	kJ/mol
charge	-1

***

No. 4
A structure of composition C40H29Br2Cl3N5O6PdS. Source: OMol25; level of theory: wB97M-V/def2-TZVPD.

```
87
C40H29Br2Cl3N5O6PdS, DFT wB97M-V/def2-TZVPD
Pd 0.60346 0.09188 -1.92469
Br 9.10382 5.45968 0.91805
C 8.03230 4.15571 1.79123
C 8.59694 3.33512 2.74718
C 7.80576 2.39184 3.38671
C 6.45483 2.23291 3.07291
C 5.90434 3.09767 2.11271
C 6.68551 4.04992 1.47958
N 5.76165 1.27251 3.85037
N 4.56810 0.87809 3.61168
C 4.10673 0.65485 2.34053
C 4.91604 0.50747 1.20312
C 4.39363 0.32063 -0.04651
C 2.99387 0.26833 -0.28160
O 2.58202 0.12283 -1.46776
C 2.12042 0.36509 0.89874
N 0.78584 0.32451 0.69750
C -0.01250 0.41805 1.72581
C 0.44856 0.53739 3.05117
C 1.79358 0.58958 3.27203
C 2.68327 0.51174 2.17704
H 9.64528 3.43529 2.99584
H 8.22698 1.74333 4.14529
H 4.85332 3.03666 1.87385
H 6.24611 4.70935 0.74304
H 5.98901 0.53623 1.33841
H 5.03934 0.22087 -0.90910
H -1.07693 0.40464 1.50814
H -0.25813 0.59041 3.87040
H 2.20631 0.69345 4.26623
Cl -7.57081 -7.35835 0.52438
C -6.67922 -5.89223 0.22701
C -5.29916 -5.90633 0.27205
C -4.61721 -4.72781 0.01341
C -5.27399 -3.54092 -0.29215
C -4.42928 -2.31047 -0.52971
C -4.42829 -1.84541 -1.97852
N -3.42011 -0.81107 -2.14376
C -3.54073 0.54902 -1.91584
C -2.28561 1.05911 -2.02478
N -1.40718 0.02983 -2.29852
C -2.11773 -1.06615 -2.35846
O -4.83604 -1.22112 0.28096
C -3.91941 -0.91607 1.34011
C -3.49681 -2.11335 2.14472
C -4.33368 -2.84724 2.92720
Cl -5.99798 -2.53051 3.21492
S -3.57064 -4.20195 3.63376
C -2.08447 -3.80705 2.87672
C -2.18293 -2.68332 2.12004
C -6.66355 -3.56547 -0.31236
Cl -7.60544 -2.13916 -0.65295
C -7.37147 -4.72946 -0.05661
H -4.76847 -6.81742 0.51242
H -3.53238 -4.72014 0.06571
H -3.39576 -2.58061 -0.29718
H -5.40231 -1.45834 -2.27136
H -4.17158 -2.68988 -2.61842
H -4.48875 1.00830 -1.69690
H -1.94208 2.07443 -1.93142
H -1.73778 -2.05071 -2.56747
H -4.43744 -0.19569 1.97081
H -3.03642 -0.43699 0.90944
H -1.21680 -4.43084 3.02795
H -1.36265 -2.28308 1.53433
H -8.45195 -4.72215 -0.07734
Br 1.35989 8.71965 -3.44360
C 1.23441 6.83058 -3.25380
C 1.47703 6.02420 -4.35352
C 1.33944 4.64930 -4.21864
C 0.97379 4.09037 -3.00202
C 0.75725 4.91803 -1.90756
C 0.88114 6.29744 -2.02610
C 0.77156 2.59617 -2.90279
O 0.75714 1.91055 -3.91465
O 0.57092 2.15634 -1.69674
H 1.75678 6.46533 -5.30062
H 1.50237 3.98623 -5.05862
H 0.48502 4.46832 -0.96150
H 0.69991 6.94711 -1.18099
C 0.96942 -4.18950 -1.97877
C 0.44985 -2.81804 -1.59158
O -0.27607 -2.69148 -0.60798
O 0.82782 -1.88991 -2.40493
H 2.02546 -4.25465 -1.70881
H 0.89502 -4.32879 -3.05659
H 0.41848 -4.96464 -1.45028
```

Values from the calculation:
E_tot	-9321.70279	Ha
orbital gap (alpha / beta)	6.2 / 6.2	eV
LUMO energy (alpha / beta)	1.7 / 1.7	eV
HOMO energy (alpha / beta)	-4.41 / -4.41	eV
relative energy (zero: lowest compared OMol25 entry of this formula, charge and spin)	0.00	kJ/mol
charge	-1

***

Which value of E_tot does entry 4 give? -9321.70279 Ha

***

Which of these has the lowest E_tot? C40H29Br2Cl3N5O6PdS

***

Among the records above, which one has the highest relative energy (zero: lowest compared OMol25 entry of this formula, charge and spin)? C40H28IrN7O2PS

***

What is the E_tot in the second record? -2477.17203 Ha